{"formula": "C57H121N5O14S3", "method": "the ωB97M-V functional and the def2-TZVPD basis", "elements": ["C", "C", "C", "C", "C", "C", "N", "O", "C", "C", "C", "H", "H", "H", "H", "H", "H", "H", "H", "H", "H", "H", "H", "H", "H", "H", "H", "H", "H", "H", "C", "C", "C", "C", "C", "C", "N", "O", "C", "C", "C", "H", "H", "H", "H", "H", "H", "H", "H", "H", "H", "H", "H", "H", "H", "H", "H", "H", "H", "H", "C", "C", "C", "C", "C", "C", "N", "O", "C", "C", "C", "H", "H", "H", "H", "H", "H", "H", "H", "H", "H", "H", "H", "H", "H", "H", "H", "H", "H", "H", "C", "C", "C", "C", "C", "C", "N", "O", "C", "C", "C", "H", "H", "H", "H", "H", "H", "H", "H", "H", "H", "H", "H", "H", "H", "H", "H", "H", "H", "H", "C", "C", "C", "C", "C", "C", "N", "O", "C", "C", "C", "H", "H", "H", "H", "H", "H", "H", "H", "H", "H", "H", "H", "H", "H", "H", "H", "H", "H", "H", "C", "S", "O", "C", "H", "H", "H", "H", "H", "H", "C", "S", "O", "C", "H", "H", "H", "H", "H", "H", "C", "S", "O", "C", "H", "H", "H", "H", "H", "H", "C", "C", "O", "C", "O", "O", "H", "H", "H", "H", "C", "C", "O", "C", "O", "O", "H", "H", "H", "H"], "coordinates": [[6.247, -9.522, 6.101], [5.408, -9.783, 4.861], [3.955, -9.477, 5.299], [3.032, -9.308, 4.139], [3.548, -8.298, 3.099], [4.965, -8.614, 2.586], [5.803, -8.836, 3.802], [7.092, -9.201, 3.323], [4.868, -9.816, 1.659], [5.575, -7.362, 1.915], [5.491, -11.265, 4.411], [7.309, -9.752, 5.961], [5.969, -10.180, 6.926], [6.164, -8.467, 6.359], [3.631, -10.356, 5.861], [3.970, -8.584, 5.925], [2.040, -9.050, 4.527], [2.796, -10.221, 3.583], [3.529, -7.260, 3.441], [2.829, -8.393, 2.281], [4.369, -10.756, 1.905], [4.574, -9.473, 0.662], [5.830, -10.303, 1.430], [5.770, -6.593, 2.656], [6.343, -7.669, 1.211], [4.767, -6.929, 1.313], [6.189, -11.729, 5.118], [5.987, -11.433, 3.458], [4.591, -11.876, 4.464], [7.702, -8.698, 3.879], [3.000, -5.220, -2.852], [1.920, -5.409, -1.749], [1.349, -3.995, -1.494], [0.226, -3.616, -2.458], [-0.807, -4.686, -2.632], [-0.239, -6.054, -3.045], [0.933, -6.363, -2.233], [1.407, -7.664, -2.367], [-1.342, -7.094, -2.846], [0.133, -6.061, -4.567], [2.528, -5.900, -0.440], [2.598, -4.816, -3.781], [3.496, -6.171, -3.058], [3.745, -4.519, -2.469], [1.022, -3.827, -0.462], [2.176, -3.292, -1.608], [0.740, -3.301, -3.375], [-0.063, -2.630, -2.074], [-1.446, -4.413, -3.480], [-1.527, -4.788, -1.818], [-1.182, -7.988, -3.446], [-1.322, -7.434, -1.807], [-2.312, -6.640, -3.043], [-0.702, -6.351, -5.212], [0.232, -5.033, -4.937], [1.037, -6.625, -4.776], [3.206, -6.751, -0.573], [1.669, -6.203, 0.162], [3.169, -5.268, 0.175], [2.050, -7.659, -3.099], [11.769, 0.860, -2.449], [12.189, -0.187, -3.507], [13.507, -0.890, -3.175], [13.384, -1.792, -1.949], [12.458, -2.913, -2.489], [11.102, -2.495, -3.035], [11.162, -1.191, -3.700], [9.943, -0.711, -4.220], [10.637, -3.633, -3.940], [10.062, -2.358, -1.890], [12.452, 0.529, -4.847], [10.915, 1.399, -2.858], [12.592, 1.511, -2.162], [11.478, 0.288, -1.571], [13.906, -1.500, -3.989], [14.355, -0.202, -3.056], [12.946, -1.388, -1.034], [14.363, -2.194, -1.680], [12.384, -3.648, -1.685], [13.011, -3.427, -3.278], [10.557, -4.590, -3.419], [9.598, -3.537, -4.275], [11.321, -3.685, -4.787], [10.146, -1.397, -1.372], [9.013, -2.378, -2.197], [10.232, -3.084, -1.095], [13.189, 0.087, -5.518], [12.873, 1.519, -4.635], [11.507, 0.695, -5.364], [9.352, -0.788, -3.452], [4.932, -3.872, 1.919], [4.936, -2.313, 1.755], [5.172, -1.670, 3.137], [6.613, -1.817, 3.568], [7.453, -1.016, 2.532], [7.358, -1.621, 1.118], [5.960, -1.924, 0.829], [5.714, -2.443, -0.456], [7.809, -0.531, 0.161], [8.231, -2.867, 0.930], [3.507, -1.938, 1.330], [4.309, -4.083, 2.799], [5.881, -4.205, 2.348], [4.669, -4.388, 1.007], [4.968, -0.612, 2.948], [4.369, -2.082, 3.746], [6.971, -2.848, 3.593], [6.730, -1.421, 4.579], [8.481, -1.088, 2.899], [7.222, 0.048, 2.571], [7.662, -0.770, -0.892], [7.147, 0.315, 0.344], [8.818, -0.124, 0.256], [9.256, -2.641, 1.237], [7.892, -3.702, 1.548], [8.190, -3.134, -0.122], [3.212, -2.471, 0.420], [3.412, -0.894, 1.017], [2.790, -2.200, 2.101], [5.629, -1.665, -1.049], [-0.310, 0.926, 4.828], [-0.032, -0.502, 5.343], [-1.286, -1.262, 5.852], [-2.119, -1.998, 4.786], [-1.667, -1.715, 3.369], [-0.134, -1.875, 3.120], [0.558, -1.343, 4.309], [1.926, -1.027, 4.094], [0.231, -3.344, 2.911], [0.148, -1.009, 1.866], [0.881, -0.326, 6.556], [0.612, 1.443, 4.555], [-0.865, 1.544, 5.538], [-0.913, 0.988, 3.918], [-1.080, -1.786, 6.783], [-2.027, -0.506, 6.140], [-3.162, -1.683, 4.852], [-2.126, -3.076, 4.973], [-1.896, -0.674, 3.142], [-2.163, -2.396, 2.678], [-0.682, -3.937, 2.851], [0.692, -3.520, 1.929], [1.013, -3.723, 3.566], [-0.073, 0.040, 2.069], [1.214, -0.971, 1.647], [-0.397, -1.396, 1.005], [1.865, 0.122, 6.433], [1.141, -1.252, 7.089], [0.272, 0.168, 7.317], [2.390, -1.731, 4.562], [4.099, -1.609, -3.512], [4.596, 0.100, -3.147], [5.504, -0.109, -1.973], [5.690, 0.398, -4.593], [3.518, -1.568, -4.435], [3.474, -1.875, -2.665], [5.005, -2.193, -3.642], [6.501, -0.325, -4.673], [6.166, 1.382, -4.633], [5.057, 0.473, -5.482], [10.574, -7.945, -0.314], [11.850, -6.645, -0.275], [11.779, -6.247, -1.717], [11.072, -5.342, 0.744], [9.936, -8.106, 0.556], [11.192, -8.841, -0.416], [9.997, -7.890, -1.234], [11.229, -5.570, 1.799], [10.022, -5.365, 0.462], [11.620, -4.417, 0.572], [9.245, -5.001, 4.131], [10.044, -6.432, 4.909], [9.723, -7.671, 4.118], [11.845, -6.034, 4.796], [8.164, -5.010, 4.276], [9.437, -4.990, 3.060], [9.567, -4.138, 4.718], [11.908, -5.299, 5.602], [12.138, -5.481, 3.903], [12.444, -6.913, 5.002], [5.947, 3.013, -0.724], [5.178, 4.319, -0.599], [5.953, 5.014, 0.385], [6.605, 4.139, 1.148], [7.103, 4.443, 2.190], [6.625, 2.922, 0.544], [6.710, 3.038, -1.502], [5.345, 2.110, -0.799], [4.173, 4.299, -0.177], [5.100, 4.769, -1.589], [14.014, 2.211, 1.550], [13.128, 3.101, 2.465], [11.808, 2.591, 2.215], [11.799, 1.943, 1.035], [10.834, 1.444, 0.546], [13.045, 1.718, 0.632], [14.488, 1.362, 2.035], [14.712, 2.855, 1.022], [13.262, 4.178, 2.368], [13.213, 2.917, 3.538]], "forces_ev_per_a": [[1.025, -0.170, -0.183], [-1.262, -0.450, -0.636], [0.755, -0.599, -0.330], [-0.680, 0.501, -0.679], [-0.507, -0.109, 0.117], [-0.231, -0.407, 1.693], [-0.073, 0.443, 0.201], [0.189, -0.151, 0.210], [1.586, -0.872, -1.668], [-1.773, -0.870, -0.754], [1.319, -0.528, 0.757], [-0.033, 0.128, -0.301], [-0.435, 0.206, 0.032], [-0.041, -0.058, 0.255], [0.024, 0.292, 0.438], [-0.214, -0.013, 0.051], [0.065, 0.469, -0.156], [0.536, -0.320, 0.254], [-0.090, -0.056, 0.273], [0.265, 0.406, -0.321], [-1.006, 0.739, 0.580], [-0.521, -0.065, 0.135], [0.428, 0.810, 0.261], [0.708, -0.223, 0.046], [0.545, 0.439, 0.378], [0.063, -0.041, -0.214], [-0.134, -0.272, -0.045], [-0.202, 0.334, -0.130], [-0.296, 0.421, -0.106], [0.190, 0.104, -0.222], [0.298, -0.060, 0.654], [1.094, 1.029, -0.890], [-0.473, -0.511, 0.032], [1.718, 1.308, 0.568], [-0.689, 0.057, -1.036], [0.642, -0.217, -0.865], [-1.379, 0.418, 1.639], [0.318, 0.060, -0.407], [0.387, -0.364, 0.844], [-0.714, 1.371, -0.121], [0.171, -1.203, 0.275], [-0.169, -0.025, 0.026], [0.116, 0.076, -0.098], [0.216, -0.152, -0.124], [-0.154, -0.538, 0.039], [0.021, -0.047, -0.023], [-0.396, -0.601, -0.445], [-1.025, -0.297, -0.092], [-0.066, 0.088, 0.044], [0.473, -0.004, 0.452], [-0.104, 0.105, -0.178], [-0.141, 0.144, 0.026], [-0.046, -0.152, -0.248], [0.066, -0.761, 0.263], [0.743, 0.020, 0.273], [-0.117, -0.136, -0.144], [-0.488, -0.308, -0.249], [0.225, -0.176, 0.232], [-0.444, 0.919, -0.504], [-0.179, -0.086, 0.084], [0.270, -1.214, -0.235], [0.708, 0.507, -0.980], [0.890, 0.403, 1.389], [-0.737, -0.742, -1.189], [1.405, -0.111, 1.034], [-1.535, 0.430, 1.032], [1.386, -1.258, -1.356], [0.003, -0.399, 0.842], [-0.607, -0.047, -0.376], [0.377, 0.416, 0.810], [-0.186, 1.066, 0.106], [0.005, 0.241, 0.260], [-0.084, 0.201, -0.169], [-0.203, 0.390, 0.179], [-0.659, -0.217, -0.215], [-0.560, 0.636, 0.169], [0.033, 0.578, -0.214], [-0.074, -0.185, -0.008], [-0.661, -0.219, -0.287], [-0.019, 0.023, -0.096], [0.777, 0.070, 0.260], [0.185, 0.653, -0.334], [-0.184, -0.276, -0.119], [0.279, 0.039, -0.097], [0.058, -0.462, -0.218], [-0.244, -0.316, -0.283], [-0.272, -0.592, 0.094], [-0.119, 0.028, 0.068], [0.084, -0.045, -0.141], [-0.199, 0.409, -0.196], [0.339, 0.951, 1.677], [-0.216, -1.692, 0.497], [-0.149, -0.115, -1.539], [-0.059, 0.789, -0.173], [0.304, -1.233, 1.245], [0.141, -0.130, 0.145], [-0.780, 1.867, -0.383], [0.348, -0.265, -0.278], [-0.398, 1.017, -0.635], [0.078, 0.207, 0.566], [0.438, -0.002, -1.332], [-0.766, -0.363, -0.604], [0.332, -0.062, -0.737], [0.025, -0.153, 0.068], [-0.050, 0.113, 0.507], [0.349, 0.032, 0.530], [-0.187, -0.096, -0.031], [0.224, 0.108, -0.056], [0.211, 0.067, -0.444], [-0.370, -0.038, -0.234], [0.046, -0.345, 0.062], [-0.031, 0.141, -0.053], [0.134, -0.483, 0.412], [0.090, -0.002, -0.262], [-0.125, -0.036, -0.108], [0.089, -0.268, 0.062], [0.133, -0.295, 0.131], [0.119, 0.204, 0.548], [0.097, 0.155, 0.138], [0.000, -0.090, 0.462], [-0.569, 0.462, -0.449], [-0.106, 0.037, -0.448], [-1.317, 1.709, -0.429], [0.320, -0.979, 0.127], [0.967, 0.033, 0.272], [-0.394, 1.373, 0.265], [0.493, -0.984, 0.819], [-0.379, -0.030, -0.387], [0.449, -0.180, -1.325], [0.825, -0.021, 0.465], [0.203, -0.973, 1.061], [0.171, -0.133, 0.281], [0.256, -0.094, 0.277], [-0.058, -0.448, 0.045], [0.163, -0.558, -0.335], [0.525, 0.371, 0.508], [-0.019, -0.087, 0.132], [0.128, -0.010, -0.057], [-0.306, -0.135, -0.244], [-0.202, 0.286, -0.166], [0.200, -0.370, 0.622], [-0.102, 0.342, -0.115], [-0.511, -0.053, 0.565], [-0.520, -0.084, -0.093], [-0.060, -0.398, -0.154], [-0.069, 0.137, -0.038], [-0.382, 0.647, -0.446], [-0.299, -0.401, -0.553], [0.283, 0.559, -0.130], [0.055, 0.063, -0.013], [-0.143, 1.228, -0.749], [0.971, -0.417, -0.360], [-0.013, 0.506, 0.111], [-0.367, 0.457, -0.393], [-0.086, -0.300, 0.056], [0.141, -0.307, -0.009], [-0.066, -0.184, 0.236], [-0.303, -0.335, 0.019], [-0.153, 0.062, 0.948], [-0.047, -0.692, -0.010], [0.453, -0.898, 0.708], [-0.572, -0.304, -0.692], [0.488, 0.638, 0.347], [0.125, -0.760, -0.222], [0.125, 0.366, 0.141], [-0.128, -0.086, 0.043], [0.016, 0.645, 0.025], [-0.204, -0.377, -0.065], [-0.061, 0.647, 0.162], [-0.294, 0.083, -0.435], [0.308, -0.050, 0.167], [-0.427, -1.117, 0.460], [0.228, 0.768, -0.071], [-1.193, 1.295, -0.108], [0.037, -0.677, 0.141], [0.247, 0.369, 0.066], [0.370, 0.195, -0.490], [0.371, -0.210, 0.185], [0.003, -0.461, -0.276], [-0.159, -0.125, -0.042], [-0.156, -0.499, 0.846], [-0.090, -0.352, 0.016], [-0.483, 1.133, -1.041], [0.601, -0.256, 0.300], [-0.041, -0.611, -0.368], [0.022, 0.340, 0.518], [-0.098, 0.054, -0.089], [-0.020, 0.075, -0.283], [-0.097, -0.648, -0.161], [0.393, 0.712, 0.324], [-0.810, 1.192, 0.313], [-0.011, -1.231, 1.463], [-0.003, 1.254, -0.549], [-0.732, -1.351, 0.993], [0.029, 0.584, -0.176], [0.924, -0.100, -1.117], [0.094, 0.117, 0.118], [0.260, -0.370, -0.101], [-0.444, -0.009, -0.740], [0.656, -0.103, -0.092]], "lowdin_charge": [-0.049, -0.508, -0.154, -0.191, -0.129, -0.492, -0.089, -0.038, -0.046, -0.015, -0.022, 0.083, 0.089, 0.084, 0.120, 0.118, 0.112, 0.107, 0.116, 0.116, 0.078, 0.085, 0.080, 0.073, 0.085, 0.058, 0.076, 0.066, 0.080, 0.060, -0.019, -0.486, -0.137, -0.181, -0.134, -0.497, -0.137, 0.003, -0.040, -0.025, -0.023, 0.076, 0.078, 0.076, 0.104, 0.084, 0.104, 0.113, 0.121, 0.124, 0.080, 0.090, 0.083, 0.079, 0.070, 0.072, 0.077, 0.097, 0.052, 0.091, -0.019, -0.510, -0.154, -0.153, -0.142, -0.483, -0.119, -0.005, -0.029, -0.031, -0.036, 0.088, 0.082, 0.048, 0.118, 0.121, 0.106, 0.108, 0.089, 0.119, 0.075, 0.078, 0.090, 0.074, 0.077, 0.061, 0.077, 0.079, 0.074, 0.078, -0.022, -0.494, -0.132, -0.157, -0.105, -0.490, -0.096, -0.027, -0.033, -0.028, -0.034, 0.088, 0.052, 0.054, 0.130, 0.099, 0.083, 0.110, 0.116, 0.120, 0.060, 0.074, 0.078, 0.086, 0.061, 0.064, 0.066, 0.095, 0.048, 0.036, -0.031, -0.503, -0.113, -0.170, -0.145, -0.480, -0.105, -0.023, -0.012, -0.023, -0.054, 0.086, 0.082, 0.062, 0.110, 0.111, 0.106, 0.108, 0.100, 0.118, 0.079, 0.059, 0.083, 0.075, 0.044, 0.087, 0.081, 0.084, 0.089, 0.090, -0.239, 0.874, -0.573, -0.240, 0.058, 0.032, 0.068, 0.057, 0.051, 0.051, -0.243, 0.838, -0.567, -0.254, 0.053, 0.038, 0.055, 0.015, 0.052, 0.045, -0.254, 0.833, -0.565, -0.234, 0.048, 0.025, 0.058, 0.041, 0.035, 0.054, -0.108, -0.107, 0.061, -0.580, 0.156, 0.045, 0.135, 0.106, 0.132, 0.128, -0.086, -0.096, 0.066, -0.582, 0.154, 0.049, 0.130, 0.127, 0.126, 0.127], "relative_energy_kcal_mol": 0.0, "homo_lumo_gap_ev": 7.4, "lumo_energy_ev": 0.115, "fmax_ev_per_a": 2.46, "e_homo_ha": -0.269}